1.
Entry from OMol25: C7H10 in the gas phase (the ωB97M-V functional and the def2-TZVPD basis).

```
! wB97M-V def2-TZVPD RIJCOSX def2/J DEFGRID3
* xyz 0 1
C 0.6513 1.3477 -0.4267
C -0.5304 0.4567 -0.8162
C -0.1772 -0.5505 -1.9600
C -1.0669 -0.5908 0.0885
C 0.0046 -1.2401 0.9381
C -0.1386 -0.4548 2.1716
C -0.3121 0.2376 3.1421
H 0.9335 1.9928 -1.2663
H 0.3834 1.9893 0.4186
H 1.5375 0.7716 -0.1403
H -1.3494 1.0928 -1.1709
H -0.4213 -0.1193 -2.9338
H 0.8863 -0.8072 -1.9271
H -0.7548 -1.4830 -1.8728
H 1.0454 -1.1806 0.5833
H -0.2350 -2.2876 1.1501
H -0.4565 0.8253 4.0219
*
```

Calculated values
* maximum force: 0.57 eV Å⁻¹
* HOMO-LUMO gap: 0.3175 hartree
* calculated total energy: -7415.6264 eV
* HOMO level: -8.25 eV



2.
Entry from OMol25: 2 unconnected molecules or ions with the total composition C7H10 (the ωB97M-V functional and the def2-TZVPD basis).

```
! wB97M-V def2-TZVPD RIJCOSX def2/J DEFGRID3
* xyz 0 1
C -0.4966 -1.5165 0.0319
C -0.9620 -0.2642 -0.1421
C -0.8479 1.1697 0.3520
C 0.6256 1.3758 0.5864
C 0.1244 1.3941 -0.8253
C -0.2319 -0.0021 -1.4047
C 0.4360 -1.4013 -1.1771
H -0.5536 -2.2496 0.8315
H -1.6041 1.8323 0.7601
H 0.9057 2.3530 0.9746
H 1.2375 0.5568 0.9584
H 0.2228 2.2888 -1.4339
H -0.8276 0.0846 -2.3172
H 1.4787 -1.3167 -0.8444
H 0.3816 -2.1297 -1.9950
H 0.3160 -1.2589 2.6209
H -0.2045 -0.9161 3.0241
*
```

Calculated values
* maximum force: 0.33 eV Å⁻¹
* HOMO-LUMO gap: 0.3597 hartree
* calculated total energy: -7415.5705 eV
* HOMO level: -8.64 eV



3.
Entry from OMol25: C7H10 in the gas phase (the ωB97M-V functional and the def2-TZVPD basis).

```
! wB97M-V def2-TZVPD RIJCOSX def2/J DEFGRID3
* xyz 0 1
C 0.9665 -0.7130 0.7832
C 1.6436 0.6324 0.3524
C 0.7381 1.2200 -0.6530
C -0.6394 1.3794 -0.0649
C -1.3245 0.0095 -0.1670
C -0.9084 -0.8429 -1.3303
C -0.3394 -1.0974 0.0644
H 0.6742 -0.6200 1.8372
H 1.6985 -1.5213 0.7231
H 1.7038 1.3220 1.2150
H 2.6682 0.4813 -0.0101
H -0.6428 1.6754 0.9998
H -1.1830 2.1253 -0.6496
H -2.3393 -0.0561 0.2250
H -0.3728 -0.3721 -2.1487
H -1.6304 -1.5938 -1.6529
H -0.7129 -2.0286 0.4763
*
```

Calculated values
* maximum force: 0.45 eV Å⁻¹
* HOMO-LUMO gap (spin up / spin down): 0.2940 / 0.2939 hartree
* calculated total energy: -7416.3924 eV
* HOMO level (spin up / spin down): -7.93 / -7.93 eV



4.
Entry from OMol25: a molecular structure, C7H10 in a non-equilibrium geometry (the ωB97M-V functional and the def2-TZVPD basis).

```
! wB97M-V def2-TZVPD RIJCOSX def2/J DEFGRID3
* xyz 0 1
C 1.3747 -0.2963 1.1298
C 1.1500 0.5676 -0.0008
C 1.1228 -1.1201 -0.1371
C -0.1454 -0.4071 -0.9990
C -1.4526 -0.6801 -0.2552
C -1.4386 0.7318 0.3961
C -0.1972 1.0592 -0.4565
H 2.4056 -0.1700 1.4675
H 0.6442 -0.3387 1.9296
H 1.9520 0.9665 -0.5990
H 2.0839 -1.4438 -0.5881
H -0.0079 -0.5380 -2.0761
H -1.3237 -1.5357 0.4058
H -2.3022 -0.8199 -0.9217
H -2.3338 1.3235 0.1603
H -1.2929 0.7754 1.4839
H -0.1619 2.0150 -1.0075
*
```

Calculated values
* maximum force: 2.21 eV Å⁻¹
* HOMO-LUMO gap: 0.3113 hartree
* calculated total energy: -7416.4219 eV
* HOMO level: -7.34 eV



5.
Entry from OMol25: C7H10 in the gas phase in a non-equilibrium geometry (the ωB97M-V functional and the def2-TZVPD basis).

```
! wB97M-V def2-TZVPD RIJCOSX def2/J DEFGRID3
* xyz 0 1
C 1.5724 -1.5523 0.2954
C 0.4460 -0.8519 0.1684
C -0.7696 -1.4582 -0.4901
C 0.6280 0.6203 0.2418
C 0.3361 1.4947 -0.9562
C -0.5183 1.5722 0.2287
C -1.4776 1.5769 1.1389
H 2.4602 -1.1377 0.7687
H 1.6869 -2.4823 -0.2440
H -0.7336 -2.5517 -0.4439
H -1.7305 -1.1322 -0.0737
H -0.7493 -1.1739 -1.5469
H 1.4793 0.9074 0.8649
H -0.1162 1.0006 -1.8130
H 1.0296 2.2935 -1.1789
H -1.2171 0.5577 1.8718
H -2.3264 2.3169 1.1682
*
```

Calculated values
* maximum force: 4.21 eV Å⁻¹
* HOMO-LUMO gap: 0.3487 hartree
* calculated total energy: -7417.1421 eV
* HOMO level: -8.50 eV



6.
Entry from OMol25: C7H10 in the gas phase in a non-equilibrium geometry (the ωB97M-V functional and the def2-TZVPD basis).

```
! wB97M-V def2-TZVPD RIJCOSX def2/J DEFGRID3
* xyz 0 1
C -1.6842 -0.0464 -0.9985
C -0.4017 0.0759 -0.1994
C -0.4347 -0.1444 1.3021
C 1.0404 -0.3583 1.6088
C 1.6811 -0.7521 0.4910
C 0.8158 -0.5856 -0.7129
C 0.3930 1.2599 -0.7017
H -2.3223 0.8123 -0.7727
H -1.4822 -0.0275 -2.0776
H -2.2378 -0.9626 -0.7756
H -0.9600 0.6838 1.7822
H -0.9549 -1.0784 1.5699
H 1.5018 -0.1314 2.5760
H 2.7128 -1.0979 0.4727
H 1.0058 -1.0373 -1.6904
H -0.1217 1.9871 -1.4029
H 1.4489 1.4029 -0.4711
*
```

Calculated values
* maximum force: 1.80 eV Å⁻¹
* HOMO-LUMO gap: 0.3225 hartree
* calculated total energy: -7418.0845 eV
* HOMO level: -7.78 eV



- Which of these has the lowest maximum force?
  number 2